10
Properties=species:S:1:pos:R:3:forces:R:3 method="wB97M-V/def2-TZVPD" lumo_energy_ev=-4.40 molar_mass_g_mol=82.09 gap_ev=9.82 e_homo_ev=-14.2 relative_energy_kj_mol=275.63 total_charge=+1
C -2.771777 -1.209654 -0.112393 -0.489 0.022 0.348
C 0.746746 0.463649 -0.050948 -2.319 1.847 0.745
C 2.186636 0.372636 -0.006129 0.207 -0.455 0.052
N -2.241609 -0.207183 0.040676 0.502 -1.134 -0.486
N -0.376100 0.786867 -0.044914 4.774 -2.284 0.133
N -1.625665 0.879478 -0.007518 -2.610 2.898 -0.017
H -3.303390 -2.042445 0.246795 -0.475 -0.849 0.030
H 2.439649 1.043960 -0.902055 0.599 -1.105 1.410
H 2.315857 -0.740247 -0.208214 0.685 1.407 0.018
H 2.629649 0.652941 1.044697 -0.873 -0.346 -2.233